*1*
22
Properties=species:S:1:pos:R:3 method="wB97M-V/def2-TZVPD" homo_ev=-9.29 homo_lumo_gap_ha=0.334
C 1.236 2.812 0.010
C 0.928 0.458 -0.165
C 2.232 0.122 -0.007
C 2.525 -1.296 -0.007
C 1.692 -2.293 0.049
C 0.327 -1.793 -0.035
C -0.089 -0.508 -0.119
C -1.640 -0.116 0.219
C -2.637 -0.854 -0.402
H 0.641 3.664 0.236
H 2.201 3.048 -0.585
H 1.457 2.719 1.241
H 2.906 0.899 0.227
H 3.608 -1.496 0.121
H 1.643 -3.578 -0.237
H -0.150 -2.886 -0.003
H -1.669 0.785 1.244
H -2.783 -1.661 -1.346
N -3.907 -0.047 0.001
O 0.234 1.674 -0.487
O -4.876 -0.861 0.120
O -3.877 1.206 -0.077

---

*2*
22
Properties=species:S:1:pos:R:3 method="wB97M-V/def2-TZVPD" homo_ev=-8.71 homo_lumo_gap_ha=0.316
C -1.081 -3.671 -0.587
C -0.186 -1.692 0.458
C 0.494 0.593 -1.981
C 0.941 1.253 -0.704
C 1.357 2.626 -0.409
C 0.767 3.222 0.702
C 0.073 2.401 1.679
C -0.290 1.113 1.414
C 0.060 0.603 0.240
H -1.687 -4.540 -0.248
H -1.632 -2.911 -1.323
H -0.043 -3.924 -1.015
H 0.899 -2.101 0.535
H -0.460 -1.282 1.485
H 1.750 3.218 -1.273
H 0.989 4.459 0.829
H 0.099 3.203 2.521
H -1.406 0.574 1.965
N -0.373 -0.510 -0.226
O -0.932 -2.811 0.624
O -0.118 -0.539 -1.584
O 0.779 0.718 -3.102

---

*2* has the most favorable energy; the next structure is 0.1524 hartree above.

---

*1*
14
Properties=species:S:1:pos:R:3 method="wB97M-V/def2-TZVPD" smiles="CN/C(=N/O)NS" homo_ev=-8.39 homo_lumo_gap_ha=0.337
C 0.825 -0.492 1.649
N -0.381 -0.734 0.705
C -0.567 0.136 -0.342
N -1.630 0.924 -0.286
O -1.973 1.658 -1.406
N 0.472 0.272 -1.329
S 1.336 -1.114 -1.728
H 1.074 -1.695 2.158
H 0.693 0.367 2.663
H 1.696 -0.376 0.950
H -1.368 -1.081 1.085
H -2.740 2.089 -1.203
H 0.129 0.865 -1.995
H 2.433 -0.820 -0.921

---

*2*
14
Properties=species:S:1:pos:R:3 method="wB97M-V/def2-TZVPD" smiles="CN(N)C(=O)NS" homo_ev=-9.27 homo_lumo_gap_ha=0.362
C 1.903 -0.205 0.356
N 0.471 -0.256 0.019
N 0.022 -1.486 -0.496
C -0.161 0.932 -0.225
O 0.388 1.983 0.023
N -1.513 0.796 -0.682
S -2.626 -0.123 0.276
H 2.072 0.640 1.013
H 2.210 -1.171 0.795
H 2.522 -0.103 -0.580
H -0.536 -1.256 -1.365
H -0.571 -1.867 0.221
H -1.852 1.721 -0.836
H -2.330 0.396 1.481

---

*3*
14
Properties=species:S:1:pos:R:3 method="wB97M-V/def2-TZVPD" smiles="C/N=C(/NO)NS" homo_ev=-9.01 homo_lumo_gap_ha=0.331
C -0.791 -0.677 -1.826
N -0.745 0.519 -0.990
C -0.298 0.446 0.197
N -0.477 1.445 1.158
O -1.215 2.471 0.600
N 0.331 -0.650 0.874
S 1.491 -1.589 0.026
H -1.473 -0.467 -2.671
H 0.243 -0.732 -2.240
H -0.827 -1.636 -1.227
H 0.425 1.841 1.497
H -0.938 2.568 -0.440
H 0.340 -0.629 1.928
H 0.861 -3.110 0.420

---

*2* has the most favorable energy; the next structure is 0.1096 hartree above.

---

*1*
14
Properties=species:S:1:pos:R:3 method="wB97M-V/def2-TZVPD" homo_ev=-2.29 homo_lumo_gap_ha=0.198 charge=-1
C 0.191 2.366 0.881
S 0.941 2.553 -0.808
H -0.626 3.090 0.903
H -0.142 1.360 1.113
H 0.939 2.645 1.643
C -0.097 -0.780 -0.767
S -0.795 -2.347 -0.246
C -0.356 -2.098 1.504
H -0.169 -0.547 -1.855
H 1.002 -0.740 -0.784
H -0.595 0.150 -0.498
H -0.610 -1.073 1.783
H -0.997 -2.716 2.130
H 0.703 -2.247 1.667

---

*2*
14
Properties=species:S:1:pos:R:3 method="wB97M-V/def2-TZVPD" homo_ev=-2.16 homo_lumo_gap_ha=0.191 charge=-1
C 3.923 0.329 -0.323
S 2.456 1.358 -0.141
H 4.403 0.452 -1.297
H 4.667 0.572 0.450
H 3.728 -0.738 -0.152
C -1.019 0.030 -0.663
S -2.817 -0.287 -0.824
C -3.246 -0.511 0.929
H -0.574 -0.643 0.067
H -0.973 1.032 -0.245
H -0.484 -0.049 -1.601
H -2.357 -0.473 1.552
H -3.862 0.340 1.232
H -3.843 -1.413 1.015

---

*2* has the most favorable energy; the next structure is 0.0086 hartree above.

---

*1*
5
Properties=species:S:1:pos:R:3 method="wB97M-V/def2-TZVPD" smiles=IC1SS1 homo_ev=-8.57 homo_lumo_gap_ha=0.310
I 2.626 0.077 0.007
C 0.574 -0.547 -0.036
S 0.157 -2.075 -1.026
S 0.212 -2.019 1.010
H -0.045 0.195 0.195

---

*2*
5
Properties=species:S:1:pos:R:3 method="wB97M-V/def2-TZVPD" homo_ev=-9.74 homo_lumo_gap_ha=0.353
C -0.875 1.336 0.258
S -0.131 1.416 1.638
S -1.550 1.255 -1.140
I 1.864 -1.837 -0.901
H 0.692 -2.170 0.145

---

*2* has the most favorable energy; the next structure is 0.0367 hartree above.